The following is a quantum chemistry calculation of a structure of composition C36H32BN12O9PbSe2, from the Open Molecules 2025 dataset.

As for the spin multiplicity: 2. Its expectation value of S² is 0.760. The calculation puts the largest force on an atom at 0.62 eV/A. Its calculated total energy is -7745.95900 hartree. The HOMO energy (alpha / beta) comes out at -2.65 / -2.31 eV. The total charge is -2.

XYZ file:
```
93
Properties=species:S:1:pos:R:3:forces:R:3
Pb -0.1676 0.0663 -0.0636 0.3 0.2 -0.4
C -3.3680 0.0921 -3.4211 0.0 -0.1 0.0
C -2.4317 -0.6247 -2.6615 0.0 0.0 0.0
N -2.5072 -0.2928 -1.3820 -0.3 0.0 0.0
N -3.4930 0.6279 -1.2806 -0.1 0.0 0.0
C -4.0111 0.8879 -2.5038 0.1 0.0 0.0
B -3.7614 1.3033 0.0808 0.3 -0.1 0.1
N -3.5256 0.2746 1.2241 0.1 0.0 0.0
C -4.4765 -0.4203 1.8837 0.0 0.0 0.1
C -3.8553 -1.2286 2.8107 0.0 0.0 0.0
C -2.4871 -0.9695 2.6358 -0.1 0.1 0.0
N -2.2979 -0.0691 1.6792 -0.2 0.1 0.1
N -2.8204 2.5293 0.2072 -0.1 0.2 0.1
C -3.1065 3.8473 0.1133 0.1 -0.1 0.0
C -1.9162 4.5402 0.0562 0.0 0.0 0.0
C -0.9292 3.5425 0.1066 -0.1 0.0 0.0
N -1.4803 2.3450 0.1935 -0.3 0.2 0.0
N -5.2454 1.7248 0.1703 0.0 0.0 -0.2
C -6.3006 1.1211 -0.4286 0.1 0.0 0.0
C -7.4520 1.6394 0.1151 -0.1 0.1 0.1
C -6.9883 2.5670 1.0693 0.0 -0.1 0.0
N -5.6655 2.6067 1.1051 -0.1 -0.1 -0.1
H -3.5106 0.0642 -4.4881 0.0 0.0 0.0
H -1.7008 -1.3549 -2.9821 0.0 0.1 0.0
H -4.7858 1.6267 -2.6403 0.1 0.0 0.0
H -5.5262 -0.2992 1.6630 0.1 0.1 0.0
H -4.3172 -1.9208 3.4963 0.0 0.1 0.0
H -1.6350 -1.3822 3.1581 0.0 0.0 -0.1
H -4.1225 4.1999 0.1101 0.0 -0.1 0.0
H -1.7820 5.6066 -0.0314 0.0 -0.1 0.0
H 0.1471 3.6390 0.0679 -0.1 -0.1 0.0
H -6.1563 0.3596 -1.1797 0.0 0.1 0.1
H -8.4703 1.3914 -0.1404 0.1 0.0 0.0
H -7.5602 3.1973 1.7359 0.0 0.0 -0.1
O -0.3844 1.2350 -4.3860 0.2 0.0 0.2
C 0.3411 0.9180 -3.4342 -0.1 -0.1 0.0
O 0.2448 1.2954 -2.2217 0.0 0.0 -0.3
C 1.5238 -0.0066 -3.7518 -0.1 0.1 0.1
C 2.2317 0.2618 -4.8796 0.2 -0.1 -0.2
C 3.3583 -0.5116 -5.2450 -0.2 0.0 0.2
C 3.7201 -1.5979 -4.4788 0.1 0.0 -0.1
C 3.0212 -1.9087 -3.3291 -0.3 0.2 0.1
C 1.8857 -1.1033 -2.8544 0.3 -0.1 -0.1
O 1.2628 -1.3296 -1.8014 0.1 -0.2 0.0
N 3.4815 -3.0878 -2.6203 0.3 -0.2 -0.1
O 3.0990 -3.3039 -1.4837 0.1 0.1 -0.2
O 4.2703 -3.8456 -3.1973 -0.3 0.3 0.1
N 4.1297 -0.1758 -6.4037 0.2 0.0 -0.2
O 3.8227 0.8237 -7.0473 0.0 -0.1 0.1
O 5.0786 -0.8932 -6.7221 -0.1 0.1 0.1
H 1.9157 1.0756 -5.5156 0.0 0.0 0.0
H 4.5629 -2.2051 -4.7644 0.0 0.0 0.0
C 0.3638 2.6029 4.6879 0.0 0.0 0.0
C -0.0586 1.9804 3.5032 0.0 -0.1 -0.2
N 0.7086 1.8566 2.4429 -0.1 0.0 -0.1
C 1.9539 2.3624 2.4786 -0.1 0.0 0.1
C 2.4672 3.0128 3.6167 0.0 0.0 0.0
C 1.6312 3.1160 4.7410 0.0 0.0 0.0
C 3.7989 3.5428 3.6080 0.0 0.0 0.0
C 4.5669 3.4488 2.5051 0.0 0.0 0.0
C 4.0736 2.8141 1.3171 0.0 0.0 0.0
C 4.8500 2.7322 0.1476 0.0 0.0 0.0
C 4.3320 2.1282 -0.9631 0.1 0.0 0.0
C 3.0390 1.5863 -0.8884 -0.1 -0.1 0.0
N 2.2947 1.6328 0.1948 0.0 0.3 0.2
C 2.7829 2.2531 1.2912 0.2 -0.1 -0.2
H -0.3091 2.6689 5.5331 0.0 0.0 0.0
H -1.0581 1.5658 3.4130 0.0 0.0 0.0
H 2.0027 3.6031 5.6362 0.0 0.0 0.0
H 4.1711 4.0182 4.5095 0.0 0.0 0.0
H 5.5769 3.8449 2.4942 0.0 0.0 0.0
H 5.8500 3.1534 0.1448 0.0 0.0 0.0
H 4.8924 2.0569 -1.8857 0.0 0.0 0.0
H 2.5888 1.1080 -1.7491 0.0 0.0 0.0
O 1.4313 -6.7448 1.0931 0.2 0.1 0.0
C 2.1419 -5.5153 1.2487 0.0 0.0 -0.1
C 1.2382 -4.2733 1.3925 -0.1 -0.3 0.0
C 0.2951 -4.5006 2.5844 0.1 0.0 0.0
O -0.7345 -5.4709 2.3194 0.2 0.0 0.0
C 0.4802 -4.1007 0.0724 -0.2 0.3 -0.2
Se -1.0692 -2.9047 0.1594 0.3 -0.2 0.5
C 2.1499 -3.0626 1.6170 0.0 0.3 0.2
Se 1.3174 -1.4130 2.3089 -0.3 -0.4 -0.2
H 0.5869 -6.6494 1.5567 -0.1 0.1 0.0
H 2.7831 -5.4005 0.3706 0.0 0.0 0.0
H 2.7851 -5.5706 2.1370 0.0 0.0 0.0
H -0.1488 -3.5552 2.8804 -0.1 0.1 0.0
H 0.8715 -4.8805 3.4333 0.0 0.0 0.0
H -1.3056 -5.0613 1.6480 0.0 0.1 0.1
H 0.1040 -5.0652 -0.2645 0.0 -0.1 0.0
H 1.1501 -3.6956 -0.6845 -0.1 -0.1 0.1
H 2.6116 -2.7871 0.6714 0.1 -0.1 0.1
H 2.9341 -3.3159 2.3346 0.0 0.0 0.0
```
Forces are in eV/Å.

Löwdin atomic charge list, values in e, 6 entries: number 1, Pb, carries 1.19; number 2, C, carries -0.06; number 3, C, carries -0.16; number 4, N, carries -0.02; number 5, N, carries 0.00; number 6, C, carries -0.09

=====

The following is a quantum chemistry calculation of a structure of composition C38H53BrNP3Pt at a distorted geometry, from the Open Molecules 2025 dataset.

As for the spin multiplicity: 5. Its expectation value of S² is 6.158. The calculation puts the largest force on an atom at 4.49 eV/A. Its calculated total energy is -5250.16513 hartree. The HOMO energy (alpha / beta) comes out at -17.58 / -17.58 eV. The total charge is +4.

XYZ file:
```
97
Properties=species:S:1:pos:R:3:forces:R:3
N 2.2862 -6.5141 4.5513 -1.0 3.4 -2.7
C 1.6123 -5.4795 5.0524 0.0 -0.6 1.7
C 1.2794 -4.3621 4.2774 0.6 -0.4 -0.9
C 1.6151 -4.3214 2.8897 1.0 -1.1 0.5
C 2.2898 -5.4644 2.3778 -0.4 0.3 1.5
C 2.6078 -6.5197 3.2579 0.8 -1.6 -0.4
C 1.1633 -3.1934 2.0691 -0.1 0.2 -0.3
Pt 0.6163 -1.8226 -2.0764 -2.4 0.1 -0.2
P -1.2743 -1.0858 -3.3580 -0.9 2.0 -2.0
C 0.8988 -3.1413 0.7175 1.3 -0.6 2.4
C -0.3280 -2.5456 0.3059 -1.5 0.7 -1.1
C -0.7890 -2.9631 -1.0145 -2.7 -1.3 2.5
C -2.2498 -2.8758 -1.1895 2.6 0.2 -0.8
C -2.9097 -1.9709 -0.4161 -0.8 -1.4 0.0
C -2.5037 -1.4125 0.7611 1.7 0.0 0.0
C -1.1782 -1.8068 1.1376 0.0 0.8 0.1
Br -1.6629 0.6892 -0.5661 0.5 0.6 0.5
H 0.8108 -2.3672 2.6981 -0.4 -0.5 -0.3
H 1.4675 -3.7077 -0.0231 -0.4 -0.5 0.4
H 0.7499 -3.5543 4.7755 0.1 -0.2 -0.1
H 2.5910 -5.5404 1.3402 0.1 -0.2 0.2
H 1.3540 -5.5511 6.1147 0.0 0.2 -0.3
H 3.1576 -7.4025 2.9005 -0.2 0.3 0.0
H -0.2035 -3.7974 -1.4372 -0.7 -0.2 -0.3
H -0.7779 -1.3938 2.0572 -0.2 -0.2 0.0
H -2.6734 -3.3322 -2.0777 -0.2 -0.2 0.3
H -3.1247 -0.7383 1.3427 0.1 -0.3 0.2
P 2.4210 -0.5806 -2.1168 2.2 1.8 -1.4
C -3.1622 -0.8100 -2.9658 0.1 0.2 2.1
C -4.2331 -0.7619 -4.0206 -0.1 0.0 -1.0
H -3.1452 0.0835 -2.3245 -0.2 -0.2 -0.9
H -3.5679 -1.5307 -2.2469 0.5 0.1 -0.6
H -5.1929 -0.6571 -3.5068 0.1 -0.1 0.1
H -4.1777 0.0873 -4.6886 0.0 -0.1 -0.1
H -4.2831 -1.6849 -4.5994 -0.1 0.1 -0.1
C -1.5029 -1.9788 -4.9526 0.6 -1.2 0.4
C -1.7469 -1.1639 -6.2220 -0.1 0.6 -0.3
H -2.3399 -2.6648 -4.7711 0.2 0.0 0.0
H -0.6131 -2.6029 -5.0663 -0.1 -0.1 -0.3
H -2.1450 -1.7925 -7.0148 0.2 -0.4 0.1
H -2.4944 -0.3796 -6.1201 0.2 -0.4 0.0
H -0.8347 -0.6998 -6.6036 -0.1 -0.1 0.1
C -0.7953 0.6173 -3.9125 0.4 -0.2 0.6
C -1.9711 1.4443 -4.4133 0.0 0.5 -0.4
H -0.0362 0.4882 -4.7013 -0.1 0.0 0.4
H -0.3496 1.1214 -3.0394 0.1 -0.1 -0.4
H -1.6012 2.2828 -5.0161 0.0 0.0 0.3
H -2.6203 0.8943 -5.0842 0.2 0.3 0.3
H -2.5694 1.8329 -3.5905 0.0 0.1 -0.1
C 2.5497 1.2545 -2.2122 -0.6 -0.3 0.2
C 3.9909 1.7275 -1.9576 0.0 0.0 0.0
H 1.8153 1.7015 -1.5210 0.3 -0.1 -0.2
H 2.2117 1.5009 -3.2320 0.2 0.0 0.3
H 4.3472 1.4419 -0.9527 -0.1 0.2 -0.5
H 4.6745 1.2975 -2.7064 -0.2 0.4 0.3
H 4.0210 2.8228 -2.0437 0.1 -0.4 0.0
C 3.5731 -1.1001 -3.4200 0.0 0.5 0.1
C 3.5115 -2.5796 -3.7829 0.5 -0.2 -0.2
H 4.5612 -0.8113 -3.0053 -0.4 -0.2 -0.7
H 3.3344 -0.4564 -4.2874 0.3 -0.3 0.3
H 4.2982 -3.1314 -3.2626 -0.2 -0.1 -0.1
H 2.5476 -3.0632 -3.5626 0.1 0.2 -0.1
H 3.7113 -2.6702 -4.8561 -0.1 -0.2 0.2
C 3.2815 -1.0701 -0.5523 -0.6 -0.1 -0.3
C 2.8169 -0.1797 0.5920 -0.1 0.1 0.8
H 4.3598 -0.9751 -0.7536 -0.3 -0.2 0.0
H 3.0472 -2.1307 -0.3686 0.4 0.3 0.0
H 2.8238 -0.7276 1.5361 0.1 0.0 0.0
H 3.4663 0.6892 0.7347 -0.1 -0.2 -0.1
H 1.7959 0.1950 0.4585 0.0 -0.1 -0.1
C -0.7590 1.5804 2.8812 -0.7 -1.0 0.2
P -1.4301 2.6778 4.2426 0.8 2.1 -2.0
C 0.0355 3.6292 4.7228 0.1 -0.2 1.1
C 0.5312 3.4449 6.0329 -0.2 -0.1 -0.5
C 1.7676 3.9685 6.3865 0.2 0.2 0.0
C 2.5018 4.7168 5.4616 -0.2 -0.1 0.0
C 1.9910 4.9505 4.1851 -0.3 -0.1 0.0
C 0.7565 4.4159 3.8165 0.2 -0.1 -0.2
C -2.5678 3.7983 3.3432 -0.3 -0.9 0.7
C -2.3486 5.1582 3.0869 0.1 0.8 0.1
C -3.2686 5.8876 2.3321 0.5 0.1 0.2
C -4.4595 5.3010 1.9099 -0.1 -0.1 -0.1
C -4.7331 3.9707 2.2383 0.1 -0.4 0.1
C -3.8083 3.2354 2.9623 -0.2 -0.1 -0.4
H -0.4771 0.6124 3.3416 0.0 0.5 -0.3
H 0.1204 2.0173 2.3731 -0.5 0.1 0.5
H -1.5507 1.4043 2.1281 0.4 0.1 0.5
H -0.0533 2.8748 6.7513 0.2 0.1 0.0
H 2.1761 3.7904 7.3815 -0.2 0.1 -0.2
H 3.4731 5.1264 5.7331 -0.2 -0.1 0.0
H 2.5512 5.5444 3.4644 -0.1 -0.1 0.2
H 0.3604 4.6017 2.8191 0.2 -0.1 0.1
H -1.4619 5.6594 3.4728 -0.2 -0.1 -0.1
H -3.0545 6.9296 2.0782 -0.1 -0.4 0.2
H -5.1859 5.8791 1.3393 0.2 -0.1 0.2
H -5.6713 3.5100 1.9330 0.2 0.2 0.1
H -4.0378 2.2099 3.2475 0.0 0.1 -0.1
```
Forces are in eV/Å.

Löwdin atomic charge list, values in e, 6 entries: number 1, N, carries 0.31; number 2, C, carries 0.00; number 3, C, carries 0.05; number 4, C, carries -0.14; number 5, C, carries 0.06; number 6, C, carries 0.00

=====

The following is a quantum chemistry calculation of a structure of composition C14H13CdF9N3O6S3, from the Open Molecules 2025 dataset.

As for the spin multiplicity: 1. The calculation puts the largest force on an atom at 0.19 eV/A. Its calculated total energy is -3418.38263 hartree. The HOMO energy comes out at -5.60 eV. The total charge is -1.

XYZ file:
```
49
Properties=species:S:1:pos:R:3:forces:R:3
Cd -0.1589 0.5342 -0.4814 0.0 0.1 0.0
C -1.7094 0.7769 3.0128 0.0 0.0 0.0
C -0.2254 0.6488 2.9700 0.0 -0.1 0.1
N 0.4935 0.8266 1.9089 0.0 0.0 -0.1
C 1.8294 0.5981 2.1414 0.0 0.1 -0.2
C 2.1333 0.2680 3.4215 0.0 -0.1 0.0
S 0.7021 0.2047 4.3543 0.0 0.1 0.0
C 2.7604 0.6716 1.0065 -0.2 0.0 0.1
C 4.1010 0.8603 1.0631 0.1 0.0 0.0
S 4.7522 0.8016 -0.5161 0.0 0.1 -0.1
C 3.1746 0.5615 -1.1728 0.1 0.0 -0.1
N 2.2517 0.5123 -0.2612 0.0 0.0 0.0
C 2.9544 0.4497 -2.6392 0.0 0.0 0.0
H -2.1336 0.2429 2.1624 0.0 0.0 0.0
H -1.9976 1.8260 2.9281 0.0 0.0 0.0
H -2.1123 0.3722 3.9397 0.0 0.0 0.0
H 3.0946 0.0088 3.8305 0.0 0.0 0.0
H 4.7135 1.0368 1.9304 0.0 0.0 0.0
H 3.8943 0.2688 -3.1598 0.0 0.0 0.0
H 2.5026 1.3812 -2.9977 0.0 0.0 0.0
H 2.2568 -0.3589 -2.8480 0.0 0.0 0.0
O 1.3428 3.1320 -2.8610 0.0 -0.1 0.1
S 0.0378 2.7468 -2.3379 0.0 0.1 0.0
O -1.0600 3.5361 -2.8841 0.0 0.0 0.0
O -0.2050 1.2623 -2.5766 0.0 0.0 0.0
O 0.0301 2.8512 -0.8085 0.0 0.0 -0.1
C -4.5816 1.5088 -0.9655 0.0 0.0 0.0
C -3.1622 1.7490 -0.5243 0.1 0.1 0.0
N -2.6996 2.9997 -0.5330 -0.2 -0.1 0.0
O -2.4811 0.7886 -0.1339 -0.1 -0.1 0.1
H -5.0604 2.4060 -1.3528 0.0 0.0 0.0
H -5.1488 1.1335 -0.1133 0.0 0.0 0.0
H -4.5746 0.7339 -1.7295 0.0 0.0 0.0
H -3.1612 3.6653 -1.1299 0.0 0.0 0.0
H -1.6716 3.1025 -0.4936 0.1 0.0 0.0
F -1.1662 -4.8757 0.3282 0.0 0.0 0.0
C -1.3717 -3.5420 0.3803 0.0 0.0 -0.1
F -1.7671 -3.2530 1.6225 0.0 0.0 0.0
F -2.4016 -3.2698 -0.4376 0.0 0.0 0.0
C -0.1150 -2.6940 -0.0165 0.0 0.0 0.0
O -0.2627 -1.4482 0.4131 -0.1 0.0 0.0
C 1.1470 -3.3346 0.6566 -0.1 0.0 0.0
F 2.1739 -2.4799 0.6465 0.0 -0.1 0.0
F 0.8975 -3.6271 1.9461 0.0 0.0 0.0
F 1.5609 -4.4716 0.0634 0.0 0.0 0.0
C 0.0570 -2.7736 -1.5694 0.0 0.0 0.0
F -0.1628 -3.9979 -2.0790 0.0 0.0 0.0
F 1.3051 -2.4149 -1.9288 0.0 0.0 0.0
F -0.7761 -1.9253 -2.1749 0.0 0.0 0.0
```
Forces are in eV/Å.

Löwdin atomic charge list, values in e, 6 entries: number 1, Cd, carries 1.43; number 2, C, carries -0.07; number 3, C, carries -0.63; number 4, N, carries 0.04; number 5, C, carries -0.33; number 6, C, carries -0.35